A) Here is an isolated ion of composition C7H16N and charge +1 from the OMol25 dataset. Energies are from ωB97M-V with the def2-TZVPD basis set.

XYZ file:
```
24
Properties=species:S:1:pos:R:3
C -2.02 -0.37 1.80
C -1.05 -0.73 0.98
C -0.86 -2.16 0.55
C 0.07 0.50 0.47
N 1.21 0.55 1.41
C 0.61 0.32 -1.06
C -0.54 0.21 -1.97
C 1.58 1.39 -1.40
H -2.21 0.60 2.23
H -2.61 -1.26 2.14
H -1.86 -2.64 0.43
H -0.25 -2.08 -0.28
H -0.40 -2.85 1.29
H -0.32 1.60 0.60
H 1.81 1.27 1.09
H 1.82 -0.26 1.73
H 0.73 0.90 2.22
H 1.17 -0.69 -1.00
H -0.10 0.13 -3.04
H -1.25 1.14 -1.92
H -1.13 -0.59 -1.73
H 2.34 0.87 -1.94
H 1.11 2.22 -1.97
H 2.14 1.94 -0.64
```

Output
Highest occupied orbital energy, eV: -13.717
HOMO-LUMO gap, eV: 10.3
Net charge: +1
Spin multiplicity: 1
LUMO energy, eV: -3.41
SMILES: C=C(C)[C@@H]([NH3+])C(C)C

***

B) Here is an isolated ion of composition C7H16N and charge +1 from the OMol25 dataset. Energies are from ωB97M-V with the def2-TZVPD basis set.

XYZ file:
```
24
Properties=species:S:1:pos:R:3
C -2.02 -0.57 2.86
C -0.76 -0.88 2.59
C -0.01 -0.59 1.30
C -0.73 -0.96 0.01
C -0.51 0.03 -1.17
C 0.81 0.74 -1.11
C 2.02 -0.12 -1.43
N 0.77 1.91 -2.17
H -2.43 -0.56 3.86
H -2.64 -0.23 2.04
H -0.12 -1.32 3.35
H 0.98 -1.04 1.42
H 0.28 0.47 1.41
H -1.79 -0.99 0.23
H -0.38 -1.94 -0.30
H -1.33 0.72 -1.13
H -0.65 -0.46 -2.13
H 0.95 1.34 -0.22
H 1.75 -1.13 -1.71
H 2.67 -0.21 -0.55
H 2.72 0.30 -2.14
H 0.08 1.67 -2.88
H 1.66 1.94 -2.65
H 0.50 2.79 -1.86
```

Output
Highest occupied orbital energy, eV: -12.392
HOMO-LUMO gap, eV: 8.9
Net charge: +1
Spin multiplicity: 1
LUMO energy, eV: -3.49
SMILES: C=CCCC[C@@H](C)[NH3+]

***

We find B) to be the most stable, with the next structure 0.0381 hartree higher.

***

A) Here is C3H3NS2 as an isolated structure from the OMol25 dataset. Energies are from ωB97M-V with the def2-TZVPD basis set.

XYZ file:
```
9
Properties=species:S:1:pos:R:3
C -0.97 0.47 -0.04
C 1.03 0.54 -0.04
C 0.09 -0.61 0.03
N 0.01 1.52 0.13
S -2.58 0.56 -0.02
S 2.62 0.54 -0.03
H 0.03 -1.19 0.92
H 0.03 -1.48 -0.76
H -0.15 2.50 -0.06
```

Output
Highest occupied orbital energy, eV: -8.825
HOMO-LUMO gap, eV: 8.5
Net charge: 0
Spin multiplicity: 1
LUMO energy, eV: -0.30

***

B) Here is one molecule with the formula C3H3NS2 from the OMol25 dataset. Energies are from ωB97M-V with the def2-TZVPD basis set.

XYZ file:
```
9
Properties=species:S:1:pos:R:3
C 1.24 -0.44 0.11
S -0.40 -1.53 -0.14
C -1.51 -0.23 -0.17
S -3.09 -0.33 0.05
C -0.90 1.14 -0.31
N -0.27 2.11 -0.02
H 2.19 -1.04 0.36
H 1.28 0.40 0.92
H 1.45 -0.09 -0.81
```

Output
Highest occupied orbital energy, eV: -9.513
HOMO-LUMO gap, eV: 8.2
Net charge: 0
Spin multiplicity: 1
LUMO energy, eV: -1.29
SMILES: CSC(=S)C#N

***

We find A) to be the most stable, with the next structure 0.0276 hartree higher.

***

A) Here is a 2-piece molecular cluster, C2H7O2 overall from the OMol25 dataset. Energies are from ωB97M-V with the def2-TZVPD basis set.

XYZ file:
```
11
Properties=species:S:1:pos:R:3
O -0.56 1.66 -0.49
H -0.17 2.49 -0.44
H 0.03 -2.17 0.72
H -1.49 1.78 -0.51
C -0.04 -1.08 0.91
C 0.87 -0.40 -0.05
O 0.87 -0.42 -1.37
H -1.16 -1.01 0.60
H 0.14 -0.70 1.92
H 1.62 0.39 0.31
H -0.12 -0.55 -1.62
```

Output
Highest occupied orbital energy, eV: -16.755
HOMO-LUMO gap, eV: 10.6
Net charge: +1
Spin multiplicity: 1
LUMO energy, eV: -6.17

***

B) Here is a 2-piece molecular cluster, C2H7O2 overall from the OMol25 dataset. Energies are from ωB97M-V with the def2-TZVPD basis set.

XYZ file:
```
11
Properties=species:S:1:pos:R:3
O 0.43 1.37 -1.55
H 0.94 2.22 -1.65
H -1.40 -1.49 0.36
H 0.85 0.87 -2.30
C -0.42 -1.32 0.59
C 0.09 -0.01 0.47
O -0.42 1.00 1.09
H -0.22 -1.86 1.48
H 0.37 -1.99 0.06
H 1.19 0.33 0.24
H -1.41 0.89 1.22
```

Output
Highest occupied orbital energy, eV: -16.339
HOMO-LUMO gap, eV: 10.4
Net charge: +1
Spin multiplicity: 1
LUMO energy, eV: -5.96

***

We find A) to be the most stable, with the next structure 0.0132 hartree higher.

***

A) Here is an isolated ion of composition C5H10N2P and charge +1 from the OMol25 dataset. Energies are from ωB97M-V with the def2-TZVPD basis set.

XYZ file:
```
18
Properties=species:S:1:pos:R:3
C -0.01 -1.07 0.70
C -0.88 1.13 0.55
C 1.36 0.89 -0.52
C -0.10 0.24 1.39
C -0.12 0.94 -0.77
N 1.30 0.47 0.93
N -0.34 -1.02 -0.55
P -0.69 -1.92 -1.90
H 0.45 -1.83 1.14
H -1.98 0.72 0.47
H -0.90 2.10 0.91
H 2.01 0.27 -1.04
H 1.79 1.98 -0.58
H -0.22 0.37 2.45
H -0.68 1.05 -1.62
H 2.10 0.25 1.52
H -1.97 -1.45 -1.96
H -1.13 -3.13 -1.11
```

Output
Highest occupied orbital energy, eV: -12.796
HOMO-LUMO gap, eV: 8.6
Net charge: +1
Spin multiplicity: 1
LUMO energy, eV: -4.23

***

B) Here is an isolated ion of composition C5H10N2P and charge +1 from the OMol25 dataset. Energies are from ωB97M-V with the def2-TZVPD basis set.

XYZ file:
```
18
Properties=species:S:1:pos:R:3
C 2.65 0.58 -0.15
C 1.49 -0.26 -0.04
C 1.65 -1.75 -0.12
C -1.21 2.21 0.02
C -0.89 -0.69 0.09
N 0.11 1.56 0.02
N 0.23 0.29 -0.07
P 4.29 0.51 0.16
H 2.20 1.61 -0.47
H 0.96 -2.21 -0.81
H 1.43 -2.31 0.75
H 2.74 -2.03 -0.25
H -1.61 1.80 -0.83
H -1.99 1.86 0.74
H -1.11 3.27 0.11
H -1.19 -1.04 -0.96
H -1.76 -0.07 0.50
H -0.46 -1.46 0.72
```

Output
Highest occupied orbital energy (alpha / beta), eV: -12.632 / -12.454
HOMO-LUMO gap (alpha / beta), eV: 7.4 / 6.2
Net charge: +1
Spin multiplicity: 1
LUMO energy (alpha / beta), eV: -5.20 / -6.22

***

We find A) to be the most stable, with the next structure 0.0538 hartree higher.

***

A) Here is one molecule with the formula C8H12Cl2N2O2 from the OMol25 dataset. Energies are from ωB97M-V with the def2-TZVPD basis set.

XYZ file:
```
26
Properties=species:S:1:pos:R:3
C -1.12 -1.32 -0.11
C -2.79 0.56 -0.22
C -0.09 -0.32 -0.54
C -0.16 0.22 -1.90
C 2.15 -1.09 -0.04
C 0.66 -0.33 1.83
C 1.58 1.35 0.24
C 1.05 -0.08 0.37
N -2.37 -0.83 -0.01
N -2.16 1.35 0.64
O -0.80 -2.47 0.07
O -3.61 0.79 -1.07
Cl -3.65 -1.93 0.34
Cl -2.34 3.00 0.35
H -1.05 -0.10 -2.43
H 0.73 -0.07 -2.46
H -0.14 1.32 -1.87
H 2.52 -0.88 -1.05
H 1.75 -2.11 -0.02
H 2.98 -1.02 0.66
H 0.40 -1.37 2.00
H 1.49 -0.07 2.49
H -0.20 0.28 2.09
H 2.39 1.51 0.96
H 0.79 2.06 0.47
H 1.97 1.56 -0.75
```

Output
Highest occupied orbital energy (alpha / beta), eV: -8.667 / -8.666
HOMO-LUMO gap (alpha / beta), eV: 6.0 / 6.0
Net charge: 0
Spin multiplicity: 1
LUMO energy (alpha / beta), eV: -2.65 / -2.65

***

B) Here is one molecule with the formula C8H12Cl2N2O2 from the OMol25 dataset. Energies are from ωB97M-V with the def2-TZVPD basis set.

XYZ file:
```
26
Properties=species:S:1:pos:R:3
C -1.01 -2.11 -0.24
C -0.99 -0.56 -0.46
C -2.28 -0.04 -0.88
C 0.31 0.05 -1.06
Cl -0.14 1.56 -2.14
N 1.12 -0.83 -1.75
O 1.50 -0.64 -2.89
C 0.84 0.64 0.36
C 1.93 -0.28 0.87
C 1.48 2.04 0.34
C -0.52 0.34 1.00
Cl -1.50 1.83 1.43
N -0.45 -0.51 2.14
O -1.05 -0.17 3.12
H -0.08 -2.50 -0.58
H -1.74 -2.69 -0.90
H -1.19 -2.30 0.90
H -2.45 -0.20 -2.04
H -2.31 1.09 -0.86
H -2.98 -0.48 -0.25
H 2.82 0.01 0.15
H 1.73 -1.26 0.95
H 2.25 0.02 1.88
H 2.47 1.96 -0.15
H 1.45 2.45 1.39
H 0.78 2.59 -0.31
```

Output
Highest occupied orbital energy, eV: -9.626
HOMO-LUMO gap, eV: 8.5
Net charge: 0
Spin multiplicity: 1
LUMO energy, eV: -1.17
SMILES: CC1(C)[C@](Cl)(N=O)C(C)(C)[C@]1(Cl)N=O

***

We find A) to be the most stable, with the next structure 0.1151 hartree higher.

***

A) Here is C16H39O17S4V as an isolated structure from the OMol25 dataset. Energies are from ωB97M-V with the def2-TZVPD basis set.

XYZ file:
```
77
Properties=species:S:1:pos:R:3
O 1.98 10.00 -20.66
V 1.94 11.00 -21.85
C 5.52 9.86 -22.16
C 5.30 11.31 -22.41
C 5.42 11.49 -23.90
O 4.04 11.81 -21.89
H 6.43 9.38 -22.53
H 4.70 9.25 -22.53
H 5.53 9.70 -21.08
H 6.07 11.94 -21.94
H 5.51 12.53 -24.21
H 4.61 11.01 -24.47
H 6.39 11.18 -24.30
C -0.31 11.47 -23.16
O -1.24 11.54 -23.99
O 0.78 12.14 -23.25
O -0.24 10.68 -22.21
O 1.53 14.53 -18.78
S 0.78 13.78 -19.84
O 1.33 12.56 -20.42
O -0.68 13.41 -19.17
C -1.48 12.37 -19.72
C -2.82 12.34 -18.96
C 0.19 14.87 -21.26
H -0.92 11.43 -19.63
H -1.70 12.56 -20.77
H -3.25 13.35 -18.93
H -2.67 12.03 -17.93
H -3.51 11.63 -19.43
H -0.39 14.21 -21.91
H 1.06 15.36 -21.70
H -0.37 15.62 -20.70
O 1.11 10.42 -18.12
S 0.60 10.43 -16.75
O -0.75 9.86 -16.47
O 1.54 9.63 -15.62
C 1.86 8.32 -16.01
C 3.03 8.30 -17.03
C 0.56 12.25 -16.18
H 0.96 7.88 -16.46
H 1.93 7.73 -15.11
H 2.74 8.80 -17.95
H 3.12 7.23 -17.18
H 3.98 8.75 -16.74
H -0.34 12.67 -16.63
H 1.48 12.54 -16.69
H 0.70 12.29 -15.10
O 4.07 11.34 -15.94
S 4.85 12.08 -17.00
O 4.72 13.55 -17.02
O 6.48 11.83 -16.73
C 7.36 12.39 -17.72
C 8.70 11.78 -17.31
C 4.52 11.45 -18.64
H 7.43 13.47 -17.62
H 7.10 12.13 -18.74
H 8.87 11.78 -16.23
H 9.57 12.29 -17.71
H 8.82 10.76 -17.69
H 3.48 11.10 -18.65
H 5.15 10.57 -18.79
H 4.61 12.27 -19.35
O 2.31 9.53 -23.53
S 2.27 8.73 -24.79
O 3.46 8.03 -25.21
O 1.02 7.65 -24.63
C -0.24 7.95 -24.01
C -1.10 6.71 -24.25
C 1.55 9.70 -26.22
H -0.69 8.88 -24.35
H -0.05 8.04 -22.94
H -2.01 6.66 -23.64
H -0.60 5.76 -24.09
H -1.33 6.63 -25.31
H 1.44 8.97 -27.02
H 2.26 10.46 -26.56
H 0.68 10.19 -25.79
```

Output
Highest occupied orbital energy (alpha / beta), eV: -4.938 / -4.988
HOMO-LUMO gap (alpha / beta), eV: 7.4 / 7.4
Net charge: -1
Spin multiplicity: 2
⟨S²⟩: 0.7670
LUMO energy (alpha / beta), eV: 2.42 / 2.42

***

B) Here is C16H39O17S4V as an isolated structure from the OMol25 dataset. Energies are from ωB97M-V with the def2-TZVPD basis set.

XYZ file:
```
77
Properties=species:S:1:pos:R:3
O -0.35 1.33 0.53
V 0.19 0.36 -0.56
C 0.53 4.13 -1.00
C 0.32 3.12 -2.12
C 0.96 3.63 -3.42
O 0.81 1.87 -1.80
H 1.51 4.04 -0.53
H -0.25 4.09 -0.23
H 0.52 5.17 -1.36
H -0.76 3.01 -2.36
H 0.51 4.57 -3.74
H 0.82 2.87 -4.19
H 2.03 3.81 -3.28
C 1.14 -1.61 0.78
O 1.63 -2.48 1.51
O -0.14 -1.48 0.50
O 1.82 -0.59 0.29
O 2.35 4.94 2.88
S 2.37 3.55 2.58
O 1.16 2.84 2.36
O 3.29 3.35 1.32
C 3.19 2.05 0.66
C 4.55 1.66 0.15
C 3.28 2.74 3.86
H 2.46 2.09 -0.15
H 2.86 1.31 1.39
H 5.04 2.50 -0.36
H 4.51 0.84 -0.57
H 5.30 1.35 0.88
H 2.62 2.66 4.73
H 4.19 3.30 4.08
H 3.56 1.73 3.56
O -2.28 -2.08 -2.84
S -2.67 -1.05 -1.93
O -1.75 -0.05 -1.53
O -3.89 -0.25 -2.53
C -5.03 -1.04 -2.94
C -5.86 -0.16 -3.85
C -3.28 -1.81 -0.47
H -5.62 -1.36 -2.08
H -4.70 -1.92 -3.49
H -5.24 0.16 -4.68
H -6.19 0.73 -3.32
H -6.74 -0.69 -4.22
H -3.98 -2.62 -0.67
H -3.72 -1.05 0.17
H -2.35 -2.16 0.01
O 1.99 -1.81 -4.27
S 1.65 -2.02 -2.91
O 0.82 -1.07 -2.23
O 0.97 -3.44 -2.81
C 0.23 -3.77 -1.61
C -0.54 -5.03 -1.85
C 3.10 -2.26 -1.93
H -0.40 -2.94 -1.32
H 0.92 -3.90 -0.77
H -1.13 -4.95 -2.76
H -1.26 -5.11 -1.03
H 0.08 -5.92 -1.84
H 3.74 -2.93 -2.51
H 2.82 -2.74 -1.00
H 3.54 -1.28 -1.77
O 0.04 0.11 6.41
S -0.16 -0.65 5.22
O -0.41 -2.06 5.29
O -1.39 0.04 4.51
C -1.78 -0.51 3.22
C -3.28 -0.66 3.18
C 1.15 -0.32 4.06
H -1.23 -1.44 3.11
H -1.42 0.16 2.44
H -3.80 0.30 3.12
H -3.63 -1.17 4.08
H -3.58 -1.31 2.35
H 1.23 -1.16 3.37
H 2.06 -0.19 4.65
H 0.93 0.63 3.58
```

Output
Highest occupied orbital energy (alpha / beta), eV: -5.253 / -5.639
HOMO-LUMO gap (alpha / beta), eV: 7.1 / 7.5
Net charge: -1
Spin multiplicity: 2
⟨S²⟩: 0.7657
LUMO energy (alpha / beta), eV: 1.83 / 1.83

***

We find B) to be the most stable, with the next structure 0.1472 hartree higher.

***

A) Here is a 2-piece molecular cluster, C2H2N2OS overall from the OMol25 dataset. Energies are from ωB97M-V with the def2-TZVPD basis set.

XYZ file:
```
8
Properties=species:S:1:pos:R:3
C -0.27 0.29 -0.24
C -1.56 -0.15 0.01
H 1.94 0.72 0.34
H 0.38 -1.57 0.54
N 0.64 -0.54 -0.35
N -2.74 -0.43 -0.12
O 1.88 -0.28 -0.07
S -0.28 1.97 -0.11
```

Output
Highest occupied orbital energy, eV: -9.469
HOMO-LUMO gap, eV: 8.1
Net charge: 0
Spin multiplicity: 1
LUMO energy, eV: -1.38

***

B) Here is C2H2N2OS as an isolated structure from the OMol25 dataset. Energies are from ωB97M-V with the def2-TZVPD basis set.

XYZ file:
```
8
Properties=species:S:1:pos:R:3
C 0.05 1.08 -0.07
C -0.79 -0.21 -0.01
N 1.31 0.97 -0.01
N -0.03 -1.27 -0.14
O -1.99 -0.06 0.07
S 2.11 -0.36 0.07
H -0.44 2.04 -0.11
H -0.22 -2.19 0.20
```

Output
Highest occupied orbital energy, eV: -9.646
HOMO-LUMO gap, eV: 7.7
Net charge: 0
Spin multiplicity: 1
LUMO energy, eV: -1.97

***

We find B) to be the most stable, with the next structure 0.1065 hartree higher.

***

A) Here is a 2-piece molecular cluster, C4H9S overall from the OMol25 dataset. Energies are from ωB97M-V with the def2-TZVPD basis set.

XYZ file:
```
14
Properties=species:S:1:pos:R:3
S -0.12 -2.22 -1.54
H -0.41 -3.43 -2.08
C 1.56 -0.13 0.36
C 0.44 0.69 -0.30
C -0.92 0.35 0.27
C -1.72 1.23 0.96
H 1.37 -1.21 0.18
H 2.47 0.13 -0.07
H 1.62 0.03 1.47
H 0.42 0.31 -1.42
H 0.60 1.81 -0.23
H -1.21 -0.72 0.07
H -2.69 0.88 1.30
H -1.42 2.28 1.06
```

Output
Highest occupied orbital energy, eV: -2.791
HOMO-LUMO gap, eV: 6.8
Net charge: -1
Spin multiplicity: 1
LUMO energy, eV: 4.02

***

B) Here is a 2-piece molecular cluster, C4H9S overall from the OMol25 dataset. Energies are from ωB97M-V with the def2-TZVPD basis set.

XYZ file:
```
14
Properties=species:S:1:pos:R:3
C -2.10 0.96 0.76
S -2.99 0.17 -0.65
H -1.59 1.84 0.37
H -2.84 1.32 1.49
H -1.36 0.33 1.24
C 1.52 -1.50 0.11
C 1.32 -0.02 -0.04
C 0.74 0.49 -1.11
H 0.91 -1.94 0.91
H 1.11 -1.97 -0.77
H 2.56 -1.81 0.18
H 1.79 0.67 0.64
H 0.80 1.55 -1.34
H 0.12 -0.08 -1.80
```

Output
Highest occupied orbital energy, eV: -2.000
HOMO-LUMO gap, eV: 5.9
Net charge: -1
Spin multiplicity: 1
LUMO energy, eV: 3.90

***

We find A) to be the most stable, with the next structure 0.0148 hartree higher.